[1]
{
  "formula": "C23H22I2N8ORh",
  "method": "wB97M-V/def2-TZVPD",
  "elements": ["Rh", "C", "C", "C", "C", "N", "C", "C", "C", "C", "C", "C", "C", "H", "H", "H", "H", "H", "H", "H", "H", "O", "N", "C", "C", "C", "C", "C", "H", "H", "H", "H", "H", "I", "C", "H", "H", "N", "N", "N", "C", "N", "N", "H", "H", "H", "I", "C", "C", "C", "C", "C", "N", "H", "H", "H", "H"],
  "positions_angstrom": [[0.537602, 0.819710, 0.513780], [-1.393612, 2.071202, 4.140676], [-1.818778, 3.394897, 3.760551], [-1.780780, 3.734470, 2.427459], [-1.305729, 2.838947, 1.464967], [-0.780557, 1.584484, 1.857179], [-0.890182, 1.231701, 3.192127], [-1.288121, 3.036572, 0.043669], [-1.951312, 4.084540, -0.626436], [-1.959787, 4.138097, -2.010348], [-1.308627, 3.155769, -2.758172], [-0.623501, 2.133251, -2.101802], [-0.590384, 2.059489, -0.714293], [-1.467991, 1.728842, 5.168193], [-2.152093, 4.109556, 4.505120], [-2.108461, 4.719380, 2.108816], [-0.537454, 0.243204, 3.453357], [-2.469148, 4.849365, -0.054216], [-2.488774, 4.941692, -2.516129], [-1.329563, 3.190871, -3.845294], [-0.109582, 1.391373, -2.705932], [0.235645, -1.222063, 1.734780], [0.350083, -2.474859, 1.427165], [-0.302117, -3.023923, 0.380655], [-0.089922, -4.365325, 0.079974], [0.739162, -5.151165, 0.852565], [1.350587, -4.572006, 1.945255], [1.139345, -3.236540, 2.210896], [-1.610513, -1.399562, 0.261809], [-0.597113, -4.779580, -0.780764], [0.894306, -6.198560, 0.613939], [1.993728, -5.145310, 2.601108], [1.573152, -2.703706, 3.042850], [2.595793, 3.139545, 1.513173], [2.091595, 1.102883, 1.940128], [1.768152, 1.066459, 2.975710], [3.004722, 0.529292, 1.787436], [3.854946, 0.971698, -3.601074], [3.357701, 0.511119, -2.394318], [3.815248, -0.560106, -1.822646], [2.978333, -0.655963, -0.802748], [2.063247, 0.320844, -0.817303], [2.331963, 1.063082, -1.856811], [4.854690, 1.070156, -3.515883], [3.412678, 1.863565, -3.777179], [3.032881, -1.429268, -0.051623], [-3.474450, -0.775332, 3.020870], [-1.166121, -2.083773, -0.452412], [-2.248960, -2.813009, -1.189478], [-2.181766, -2.965358, -2.532200], [-1.104896, -2.385383, -3.237486], [-0.188772, -1.548527, -2.529565], [-0.227821, -1.320873, -1.263722], [-3.065929, -3.230560, -0.602716], [-2.951418, -3.510715, -3.066816], [-0.997608, -2.520130, -4.306625], [0.586297, -1.024468, -3.090240]],
  "forces_ev_per_a": [[0.337, 0.617, 0.707], [-0.198, 0.315, -0.009], [0.037, -0.169, 0.088], [0.066, -0.132, 0.159], [0.269, -0.518, 0.285], [-0.623, 0.131, 0.471], [0.135, 0.352, -0.796], [-0.091, -0.073, -0.255], [0.073, -0.101, -0.017], [0.044, -0.017, 0.066], [-0.038, 0.001, -0.010], [-0.065, -0.059, 0.028], [0.176, 0.229, 0.016], [-0.001, 0.047, -0.139], [0.003, -0.137, -0.072], [0.015, -0.105, 0.019], [0.121, -0.035, -0.080], [-0.012, -0.110, -0.083], [0.074, -0.079, 0.069], [0.022, 0.002, 0.157], [0.000, 0.017, 0.077], [-0.244, -0.048, -0.136], [0.142, 0.173, 0.252], [-0.180, -0.261, -0.484], [-0.215, 0.274, -0.107], [-0.077, -0.292, -0.186], [0.162, 0.232, 0.334], [0.290, -0.446, 0.203], [-0.202, 0.343, 0.288], [-0.040, 0.056, 0.004], [-0.025, 0.164, 0.019], [-0.034, 0.094, -0.021], [0.007, 0.031, -0.027], [-0.057, -0.089, -0.044], [-0.285, 0.039, -0.224], [-0.034, 0.020, -0.004], [-0.035, -0.018, -0.009], [-0.106, -0.235, -0.170], [0.453, 0.454, -1.118], [0.099, -0.355, 0.319], [-0.123, -0.391, 0.571], [0.085, -0.372, -0.047], [-0.301, 0.470, 0.035], [0.222, 0.097, 0.061], [-0.017, 0.149, 0.022], [-0.055, 0.116, -0.088], [0.149, 0.115, -0.040], [0.018, -0.359, -0.219], [0.041, -0.115, 0.367], [0.106, 0.079, -0.220], [0.021, -0.059, -0.005], [-0.192, -0.018, -0.150], [-0.009, -0.222, 0.161], [0.147, 0.102, -0.125], [0.043, 0.050, 0.023], [-0.002, 0.043, 0.096], [-0.095, 0.008, -0.013]],
  "mulliken_spin": [1.675, 0.059, 0.236, -0.079, 0.282, 0.212, 0.115, -0.104, 0.087, -0.040, 0.117, -0.157, 0.329, 0.000, 0.029, -0.002, -0.023, 0.012, -0.001, 0.009, -0.003, -0.005, -0.002, 0.067, -0.020, 0.019, -0.008, 0.020, 0.094, 0.002, 0.002, -0.001, 0.000, 0.055, 0.247, -0.017, -0.003, 0.000, 0.001, 0.001, -0.005, -0.020, 0.015, 0.000, 0.000, 0.002, 0.908, -0.073, 0.304, -0.086, 0.428, -0.032, 0.302, 0.014, 0.000, 0.021, 0.017],
  "homo_lumo_gap_ev": [3.8, 4.7],
  "multiplicity": 6,
  "homo_energy_ev": [-3.99, -7.06],
  "energy_ha": -2108.55515
}

***

[2]
{
  "formula": "C15H31BeClP2",
  "method": "wB97M-V/def2-TZVPD",
  "elements": ["P", "P", "C", "C", "H", "H", "H", "H", "C", "H", "H", "H", "C", "H", "H", "H", "C", "H", "H", "H", "C", "H", "H", "H", "Be", "C", "C", "C", "C", "C", "C", "C", "C", "C", "H", "H", "H", "H", "H", "H", "H", "H", "H", "H", "H", "H", "H", "H", "H", "Cl"],
  "positions_angstrom": [[-2.735554, 1.347643, 0.945928], [-0.203164, -1.474841, 2.627794], [-1.423799, 0.080920, 0.287955], [-1.058976, -1.243026, 0.983811], [-0.479985, 0.662962, 0.195406], [-1.787336, -0.213367, -0.725646], [-1.951837, -1.872725, 1.046852], [-0.319222, -1.703684, 0.306348], [1.606158, -1.604084, 2.627055], [1.900752, -2.156960, 3.539989], [2.069422, -0.604824, 2.632844], [1.944386, -2.176264, 1.745782], [-0.707039, -3.150342, 3.009885], [-0.030674, -3.845676, 2.481595], [-1.739021, -3.310909, 2.664348], [-0.627570, -3.314434, 4.092429], [-1.893949, 2.847170, 0.252974], [-2.597519, 3.689271, 0.353673], [-1.612924, 2.761009, -0.813044], [-0.982192, 3.099615, 0.810579], [-3.875327, 1.170160, -0.499662], [-4.203947, 0.132580, -0.558045], [-3.424152, 1.494651, -1.449798], [-4.735868, 1.799474, -0.256109], [1.142130, 0.573456, -0.859454], [1.440627, -1.187428, -1.347614], [2.438224, -0.493774, -0.703536], [3.169883, 0.690032, -1.256544], [2.305807, 1.668556, -2.164037], [0.850262, 1.849133, -1.894326], [-0.133694, 0.963164, -2.282247], [0.045400, -0.182789, -3.224566], [1.169893, -1.142410, -2.827630], [-0.753407, -0.124539, 3.633573], [1.130507, -2.135378, -0.905500], [2.755281, -0.878758, 0.274782], [4.008064, 0.284718, -1.848060], [3.655074, 1.262548, -0.444621], [2.776791, 2.659741, -2.070845], [2.396444, 1.301381, -3.198586], [0.554181, 2.765561, -1.363138], [-1.154439, 1.350745, -2.338564], [0.221731, 0.170996, -4.259281], [-0.901493, -0.748215, -3.299326], [0.899602, -2.148268, -3.175169], [2.102958, -0.874524, -3.352653], [-0.450944, -0.344947, 4.668054], [-1.844473, -0.034122, 3.549966], [-0.271493, 0.812484, 3.294217], [1.316418, 1.528318, 1.092159]],
  "forces_ev_per_a": [[1.252, -0.636, -1.185], [-0.147, 0.876, -2.496], [-0.110, 0.533, 0.392], [0.545, -0.134, 0.085], [-1.410, -0.457, 0.062], [0.488, 0.227, 0.786], [0.187, -0.160, 0.091], [-0.478, -0.160, -0.030], [0.103, 0.157, 0.183], [-0.181, 0.224, -0.367], [-0.231, -0.350, -0.189], [-0.216, 0.283, 0.344], [-0.413, -0.262, 0.595], [-0.291, 0.374, 0.216], [0.376, -0.048, 0.314], [-0.064, -0.204, -0.258], [0.129, 0.595, 0.252], [0.192, -0.188, -0.039], [-0.262, -0.193, 0.546], [-0.265, -0.122, -0.051], [-0.363, 0.085, 0.484], [-0.146, 0.027, -0.144], [-0.088, -0.194, 0.371], [-0.107, -0.092, -0.356], [-2.419, -0.403, 2.416], [-1.956, -1.376, -1.073], [2.836, -0.314, 1.913], [1.280, 0.244, -0.629], [1.715, 0.094, -1.046], [0.761, 2.958, 0.424], [-1.579, -1.171, -1.006], [-0.132, -0.279, -0.879], [0.495, -0.213, -0.803], [0.004, -0.101, 1.175], [0.046, 0.271, 0.194], [0.076, 0.409, -0.562], [0.154, 0.466, -0.404], [-0.542, -0.278, -0.266], [0.006, -0.406, -0.289], [0.370, 0.330, 0.115], [0.199, -0.480, -0.466], [0.152, -0.041, 0.480], [0.008, -0.047, 0.030], [0.242, 0.208, 0.239], [0.172, 0.102, -0.019], [-0.262, -0.106, 0.037], [-0.237, 0.353, -0.090], [0.288, 0.014, 0.083], [-0.122, -0.552, -0.098], [-0.054, 0.136, 0.918]],
  "mulliken_charge": [-0.051, 1.455, 1.074, -0.741, -1.509, 0.613, 0.502, -0.125, -1.258, 0.549, 0.270, 0.386, -1.358, 0.392, 0.422, 0.414, -1.035, 0.526, 0.198, 0.243, -1.181, 0.327, 0.329, 0.410, 0.437, 0.846, -1.518, -1.326, -0.833, -0.883, 0.396, -1.288, -1.355, -1.197, 0.996, 0.376, 0.520, 0.331, 0.398, 0.263, 0.428, 0.585, 0.321, 0.315, 0.432, 0.295, 0.445, 0.372, 0.268, -0.473],
  "relative_energy_kcal_mol": 2.1,
  "homo_lumo_gap_ev": [4.1, 4.3],
  "multiplicity": 1,
  "homo_energy_ev": [-4.00, -4.22],
  "energy_ha": -1747.61008
}

***

[3]
{
  "formula": "C2H22O9",
  "method": "wB97M-V/def2-TZVPD",
  "elements": ["C", "C", "H", "H", "H", "H", "H", "H", "O", "H", "H", "O", "H", "H", "O", "H", "H", "O", "H", "H", "O", "H", "H", "O", "H", "H", "O", "H", "H", "O", "H", "H", "O"],
  "positions_angstrom": [[-3.003087, -1.384938, -0.427731], [-2.535299, -1.616499, -1.643510], [-2.883222, -2.076958, 0.364844], [-3.811788, -0.776704, -0.110208], [-1.648014, -2.226838, -1.590682], [-2.961818, -0.877237, -2.417721], [1.112510, -3.452156, -0.970404], [0.426151, -2.600813, 0.175772], [0.363399, -2.835582, -0.696270], [3.058969, 0.150242, -0.888792], [3.179952, 0.770977, 0.464955], [3.380017, 1.000175, -0.462758], [1.880646, -0.322588, -2.708770], [0.773296, -0.875539, -1.545573], [1.647894, -0.580204, -1.780005], [1.380711, 1.365927, -1.063925], [0.502153, 0.877702, 0.044902], [0.581353, 1.610518, -0.595141], [0.201914, 3.233546, 0.222995], [1.124592, 3.229843, 1.670780], [0.153418, 3.200837, 1.323137], [-1.989292, 1.997167, -1.528369], [-2.113983, 1.226519, -2.751629], [-2.167286, 2.109629, -2.412517], [-0.723878, 1.622218, 2.305613], [-1.158969, 0.915611, 1.039874], [-0.933630, 0.757573, 1.919040], [1.186728, -1.355447, 1.787093], [1.154546, -0.188358, 2.656121], [1.823000, -0.629963, 2.103215], [-0.569256, -1.670975, 3.073431], [-0.886744, -1.524958, 1.610160], [-0.348776, -2.062052, 2.174671]],
  "forces_ev_per_a": [[-1.207, -0.872, 0.378], [-0.617, 2.690, 0.183], [1.256, -0.748, 0.827], [-0.714, 1.147, -0.597], [-0.033, -0.463, -1.382], [1.326, -1.725, 0.609], [-1.471, 1.456, 0.991], [0.651, 0.348, 3.553], [0.687, -1.922, -4.391], [0.529, 1.347, 0.466], [0.193, 0.356, -0.229], [-0.425, -1.653, 0.066], [-1.397, -0.666, 1.246], [-0.566, -0.356, -0.929], [2.134, 0.388, -1.030], [0.464, 0.069, -0.207], [0.272, 0.714, -0.055], [-0.849, -0.646, -0.028], [0.369, -0.571, 4.480], [-2.591, -0.018, -1.452], [2.188, 1.096, -2.180], [0.804, -0.153, 3.284], [0.064, -0.644, -0.492], [-0.810, 0.832, -2.848], [0.022, 0.043, -0.617], [-0.687, 0.779, -2.159], [0.323, -0.966, 2.704], [1.577, 1.141, 0.654], [0.630, 0.345, -0.220], [-1.358, -0.878, -0.476], [0.515, -0.820, -1.542], [-0.788, 0.646, -0.597], [-0.493, -0.294, 1.989]],
  "mulliken_charge": [-0.757, -0.535, 0.379, 0.346, 0.285, 0.286, 0.289, 0.291, -0.586, 0.372, 0.331, -0.730, 0.291, 0.281, -0.607, 0.262, 0.289, -0.391, 0.363, 0.321, -0.718, 0.309, 0.293, -0.608, 0.311, 0.173, -0.495, 0.410, 0.269, -0.663, 0.329, 0.311, -0.700],
  "relative_energy_kcal_mol": 69.9,
  "homo_lumo_gap_ev": 10.6,
  "multiplicity": 1,
  "smiles": "C=C.O.O.O.O.O.O.O.O.O",
  "homo_energy_ev": -10.54,
  "energy_ha": -766.44412
}

***

What is the formula in the third record?
C2H22O9